Record 1
A structure of composition C17H38BrN9O4P2S3SbTi at a distorted geometry, computed with the ωB97M-V functional and the def2-TZVPD basis.

Each line ends with the Löwdin spin population.
Element x y z (Å)
Sb (1.034, 2.368, 3.805)  0.297
Br (-3.243, 0.856, 1.968)  0.013
Ti (0.357, 0.022, 1.653)  1.687
S (1.950, 0.200, 3.783)  0.143
S (-0.051, 2.499, 1.690)  0.129
S (-0.619, 2.426, 5.405)  0.410
P (-0.421, 1.011, -1.306)  0.004
P (2.586, 1.011, -0.660)  0.002
O (-0.862, 0.163, -0.160)  0.030
O (1.144, 1.361, -1.333)  0.001
O (2.444, 0.619, 0.762)  0.009
O (1.029, -1.718, 0.498)  0.027
N (-1.067, 2.479, -1.566)  0.003
N (0.760, -3.693, 1.573)  0.008
N (-1.106, -0.602, 3.052)  0.026
N (-4.012, -2.271, -0.301)  0.000
N (3.241, -0.085, -1.675)  0.000
N (2.705, -2.432, 1.850)  0.014
N (-2.061, -2.707, 1.165)  0.002
N (3.398, 2.402, -0.940)  0.000
N (-0.709, 0.133, -2.668)  0.000
C (-0.331, 3.742, -1.510)  0.001
C (4.772, 2.443, -1.429)  0.000
C (1.455, -2.558, 1.316)  0.019
C (-0.573, -1.320, -2.643)  0.000
C (-2.476, 2.622, -1.179)  0.001
C (-2.960, -2.501, 0.468)  0.002
C (3.589, -1.441, -1.271)  0.000
C (-1.309, -1.784, 5.147)  0.000
C (-5.175, -3.141, -0.221)  0.000
C (-0.647, -1.478, 3.983)  0.052
C (3.064, 3.541, -0.077)  0.001
C (3.091, 0.087, -3.113)  0.000
C (-3.056, -0.360, 4.456)  0.000
C (-2.321, -0.123, 3.304)  0.050
C (-0.595, 0.712, -3.997)  0.000
C (-3.866, -1.384, -1.445)  0.000
C (-2.528, -1.186, 5.421)  0.047
H (-1.404, 0.343, -4.633)  0.000
H (-3.060, -1.378, 6.343)  0.003
H (5.449, 2.733, -0.621)  0.000
H (2.070, 3.425, 0.355)  0.000
H (-0.846, -2.476, 5.838)  -0.001
H (3.724, -1.496, -0.197)  0.000
H (-0.874, 4.469, -2.116)  0.000
H (-2.550, 3.053, -0.178)  0.001
H (-1.409, -1.780, -3.174)  0.000
H (-3.540, -1.922, -2.339)  0.000
H (-0.666, 1.796, -3.948)  0.000
H (-5.177, -3.647, 0.741)  0.000
H (2.993, -1.459, 1.947)  0.002
H (-2.986, 3.266, -1.898)  0.000
H (0.356, 0.442, -4.469)  0.000
H (2.908, -2.972, 2.678)  0.001
H (2.807, -2.150, -1.555)  0.000
H (-0.235, -3.601, 1.379)  0.001
H (3.091, 4.464, -0.662)  0.000
H (5.087, 1.474, -1.806)  0.000
H (-4.024, 0.104, 4.564)  -0.001
H (0.667, 3.621, -1.923)  0.000
H (-0.554, -1.683, -1.618)  0.000
H (2.269, -0.524, -3.496)  0.000
H (0.986, -4.207, 2.409)  0.001
H (4.012, -0.220, -3.615)  0.000
H (4.525, -1.726, -1.756)  0.000
H (4.860, 3.177, -2.233)  0.000
H (-0.253, 4.107, -0.484)  0.000
H (-4.831, -0.918, -1.646)  0.000
H (-2.971, 1.651, -1.172)  0.000
H (2.896, 1.129, -3.363)  0.000
H (0.351, -1.633, -3.141)  0.000
H (-6.080, -2.539, -0.302)  0.000
H (-3.138, -0.610, -1.207)  0.000
H (-5.172, -3.889, -1.019)  0.000
H (0.298, -1.949, 3.769)  0.011
H (3.784, 3.615, 0.741)  0.000

The value obtained for the HOMO-LUMO gap (alpha / beta) is 5.56 / 5.81 eV. Its energy relative to the best compared isomer or geometry (same formula, charge and spin) is 0.913 eV. As for the multiplicity: 4.

=====

Record 2
An isolated molecule of C3H8OS2 at a distorted geometry, computed with the ωB97M-V functional and the def2-TZVPD basis.

Each line ends with the Mulliken charge.
Element x y z (Å)
S (-0.758, 2.013, 0.448)  -0.216
S (2.465, -0.676, -0.695)  -0.269
O (-2.503, -0.474, -0.911)  -0.501
C (-1.295, -0.725, -0.308)  -0.537
C (-0.145, 0.447, -0.331)  -0.152
C (1.104, -0.093, 0.463)  -0.585
H (0.550, 2.328, 0.615)  0.119
H (-2.900, 0.400, -0.540)  0.334
H (-1.413, -1.008, 0.854)  0.271
H (1.566, 0.808, 1.017)  0.338
H (0.684, -0.799, 1.221)  0.333
H (-0.972, -1.636, -0.825)  0.276
H (3.341, -1.416, 0.243)  0.157
H (0.275, 0.833, -1.250)  0.430

The value obtained for the HOMO-LUMO gap is 9.88 eV. Its structure (SMILES) is OC[C@@H](S)CS. Its energy relative to the best compared isomer or geometry (same formula, charge and spin) is 1.602 eV.

=====

Record 3
A structure of composition C13H37BeF6N3O4P at a distorted geometry, computed with the ωB97M-V functional and the def2-TZVPD basis.

Each line ends with the Mulliken charge.
Element x y z (Å)
P (-12.526, -4.162, -15.975)  1.467
F (-12.155, -3.718, -17.512)  -0.412
F (-12.928, -4.595, -14.455)  -0.361
F (-11.550, -5.446, -16.087)  -0.457
F (-13.727, -5.104, -16.632)  -0.425
F (-13.609, -2.993, -15.941)  -0.413
F (-11.328, -3.236, -15.428)  -0.390
O (-12.933, -7.369, -18.362)  0.381
O (-8.341, -2.894, -19.544)  -0.457
O (-15.477, -6.107, -19.100)  -0.219
O (-14.317, -3.349, -19.214)  0.246
N (-10.564, -5.795, -18.622)  -0.323
N (-12.388, -4.104, -20.956)  -0.383
N (-12.689, -6.834, -21.266)  -0.410
C (-9.511, -3.626, -19.156)  0.118
C (-7.177, -3.158, -18.781)  -0.717
C (-13.212, -9.177, -21.651)  -1.665
C (-14.000, -2.437, -20.221)  -1.300
C (-12.582, -2.673, -20.672)  0.233
C (-12.358, -1.952, -22.017)  -1.860
C (-12.554, -8.396, -19.289)  -0.890
C (-12.987, -7.811, -17.010)  -0.957
C (-16.591, -5.981, -19.983)  -0.792
C (-15.499, -2.977, -18.485)  -1.198
C (-9.361, -5.166, -19.202)  -0.036
C (-13.236, -8.048, -20.609)  0.504
C (-9.140, -5.764, -20.575)  -1.141
Be (-12.989, -5.298, -19.368)  1.116
H (-12.286, -9.558, -22.082)  0.374
H (-16.675, -4.938, -20.286)  0.175
H (-6.444, -2.363, -18.900)  0.290
H (-8.308, -5.347, -21.146)  0.341
H (-12.069, -8.357, -16.786)  0.395
H (-13.907, -8.329, -16.739)  0.293
H (-8.986, -6.843, -20.651)  0.436
H (-10.505, -5.437, -17.672)  0.125
H (-16.320, -2.855, -19.198)  0.492
H (-17.532, -6.351, -19.578)  0.411
H (-13.074, -2.183, -22.804)  0.399
H (-14.112, -1.388, -19.944)  0.484
H (-13.703, -8.800, -22.553)  0.437
H (-15.828, -3.685, -17.732)  0.212
H (-12.913, -6.931, -16.372)  0.168
H (-6.740, -4.079, -19.173)  0.289
H (-13.014, -9.364, -19.083)  0.486
H (-14.294, -7.862, -20.423)  -0.092
H (-11.483, -8.523, -19.456)  0.305
H (-15.774, -6.559, -18.305)  0.209
H (-13.275, -6.598, -22.063)  0.386
H (-7.384, -3.244, -17.711)  0.306
H (-11.851, -7.046, -21.803)  0.295
H (-11.866, -2.291, -19.946)  0.600
H (-14.657, -2.684, -21.062)  0.470
H (-16.416, -6.590, -20.873)  0.261
H (-13.867, -9.954, -21.254)  0.453
H (-12.968, -4.412, -21.731)  0.450
H (-12.312, -0.881, -21.801)  0.463
H (-15.316, -1.982, -18.078)  0.366
H (-10.312, -6.777, -18.581)  0.243
H (-10.379, -3.366, -19.761)  -0.884
H (-11.454, -4.103, -21.356)  0.306
H (-11.368, -2.098, -22.457)  0.449
H (-8.495, -5.365, -18.563)  0.709
H (-9.781, -3.335, -18.138)  0.740
H (-10.012, -5.563, -21.206)  -0.103

The total charge is +1. The value obtained for the HOMO-LUMO gap is 9.16 eV. Its energy relative to the best compared isomer or geometry (same formula, charge and spin) is 0.000 eV.

=====

Record 4
A cluster of 10 separate species, C5H26O9 in total at a distorted geometry, computed with the ωB97M-V functional and the def2-TZVPD basis.

Each line ends with the Mulliken charge.
Element x y z (Å)
O (-1.766, -3.011, -0.892)  -0.566
O (-1.920, -0.318, 1.429)  -0.563
O (0.078, -2.421, 0.934)  -0.454
O (-1.541, 3.173, 0.913)  -0.606
O (0.790, 1.630, 1.202)  -0.613
O (-3.430, -2.873, 1.166)  -0.631
O (2.273, -2.265, 2.403)  -0.659
O (3.233, -0.054, 0.651)  -0.687
O (2.095, 3.401, 0.065)  -0.590
C (-1.060, 1.284, -2.059)  0.074
C (-2.450, 1.083, -1.711)  -0.786
C (2.310, -0.033, -2.372)  -1.496
C (-0.108, 0.304, -2.134)  -0.226
C (1.261, 0.778, -2.257)  0.348
H (-2.733, 1.500, -0.726)  0.129
H (-2.552, 0.349, 1.736)  0.295
H (0.675, 1.490, 0.247)  0.387
H (2.728, -1.508, 2.012)  0.364
H (2.891, 3.059, 0.483)  0.301
H (-0.654, -1.965, 1.341)  0.249
H (1.731, 1.602, 1.377)  0.252
H (-3.188, -2.879, 0.236)  0.367
H (-1.474, 2.367, 1.469)  0.254
H (3.749, 0.187, -0.122)  0.315
H (2.349, -2.094, 3.350)  0.302
H (1.497, 1.836, -2.175)  0.211
H (2.419, -0.481, 0.356)  0.318
H (0.922, -2.600, 1.368)  0.288
H (-1.444, -3.917, -0.941)  0.281
H (3.364, 0.164, -2.550)  0.458
H (-2.579, -0.046, -1.591)  0.129
H (1.564, 3.979, 0.616)  0.311
H (-1.084, 0.169, 1.555)  0.268
H (-0.506, -0.716, -2.145)  0.297
H (-0.998, -2.459, -1.058)  0.285
H (-0.603, 3.386, 0.990)  0.308
H (-3.254, 1.394, -2.397)  0.361
H (2.177, -1.103, -2.475)  0.272
H (-2.837, -2.423, 1.760)  0.275
H (-0.604, 2.320, -2.021)  0.180

The value obtained for the HOMO-LUMO gap is 8.77 eV. Its structure (SMILES) is C=C/C=C/C.O.O.O.O.O.O.O.O.O. Its energy relative to the best compared isomer or geometry (same formula, charge and spin) is 3.175 eV.

=====

Record 5
A cluster of 2 separate species, C3H7N in total at a distorted geometry, computed with the ωB97M-V functional and the def2-TZVPD basis.

Each line ends with the Mulliken charge.
Element x y z (Å)
N (0.847, -1.478, -1.969)  -0.641
C (-0.968, 0.306, 1.629)  -1.276
C (0.459, 1.524, -0.200)  -0.194
C (-0.138, 0.886, 0.636)  0.091
H (-0.066, -1.177, -1.763)  0.207
H (1.127, -2.112, -1.269)  0.211
H (0.923, 2.211, -0.820)  0.416
H (1.286, -0.733, -2.273)  0.215
H (-0.572, -0.587, 2.037)  0.324
H (-0.875, 0.863, 2.524)  0.339
H (-2.023, 0.296, 1.469)  0.306

The value obtained for the HOMO-LUMO gap is 10.23 eV. Its structure (SMILES) is C#CC.N. Its energy relative to the best compared isomer or geometry (same formula, charge and spin) is 2.252 eV.

=====

Number 1: calculated total energy -7005.6432 a.u.. Number 2: calculated total energy -990.6517 a.u.. Number 3: calculated total energy -1937.9753 a.u.. Number 4: calculated total energy -883.1733 a.u.. Number 5: calculated total energy -173.1593 a.u..